(1)
{
  "formula": "C9H14",
  "method": "ωB97M-V/def2-TZVPD",
  "energy_ha": -351.3010,
  "relative_energy_kj_mol": 76.6,
  "smiles": "Cc1ccccc1.CC",
  "e_lumo_ev": 1.02,
  "symbols": ["C", "C", "C", "C", "C", "C", "C", "H", "H", "H", "H", "H", "H", "H", "H", "C", "C", "H", "H", "H", "H", "H", "H"],
  "xyz": [[0.6896, -1.9863, -0.5965], [1.1131, -0.6088, -0.8468], [1.1174, 0.3308, 0.2157], [1.1861, 1.6945, -0.0234], [1.3670, 2.1033, -1.3566], [1.6233, 1.1766, -2.3396], [1.5509, -0.2153, -2.0736], [-0.2311, -2.3337, -1.0663], [0.5337, -2.1755, 0.4861], [1.5111, -2.6503, -0.8954], [1.1516, -0.0616, 1.1994], [1.1511, 2.3602, 0.8309], [1.3212, 3.1392, -1.6439], [1.7989, 1.4764, -3.3738], [1.7212, -0.7757, -3.0393], [-2.3318, 0.5008, 1.4957], [-2.0829, -0.8998, 2.0678], [-2.5455, 0.4788, 0.4196], [-3.1361, 0.9958, 2.0585], [-1.5119, 1.1826, 1.7244], [-1.8279, -0.7782, 3.1474], [-1.2777, -1.3787, 1.6025], [-2.8912, -1.5752, 2.0071]],
  "atomic_forces_ev_per_a": [[0.58, -1.88, 1.37], [0.15, 0.44, 0.80], [0.06, 0.28, -1.38], [0.41, -0.85, -0.40], [-0.04, 0.33, 0.31], [-0.06, -0.75, 0.04], [-0.07, 1.88, -2.70], [0.07, 0.38, -0.35], [0.15, 0.18, -0.50], [-0.34, -0.21, -0.08], [-0.56, -0.21, 0.92], [-0.04, 0.24, -0.28], [0.10, 0.32, 0.16], [0.07, 0.13, 0.36], [-0.44, -0.29, 1.72], [-0.43, 0.03, 0.53], [0.24, 1.81, 1.63], [0.05, 0.22, 0.33], [-0.30, -0.34, -0.47], [0.41, -0.30, -0.46], [-0.14, -0.30, -0.66], [1.40, -0.60, -0.74], [-1.25, -0.50, -0.14]]
}


(2)
{
  "formula": "C5H7NOS",
  "method": "ωB97M-V/def2-TZVPD",
  "energy_ha": -722.7191,
  "relative_energy_kj_mol": 522.4,
  "smiles": "C=CC/C(C=S)=N\\O",
  "e_lumo_ev": -0.97,
  "symbols": ["C", "C", "C", "C", "C", "S", "N", "O", "H", "H", "H", "H", "H", "H", "H"],
  "xyz": [[0.9525, -0.9021, -1.4406], [0.8843, -1.2221, -0.1336], [0.0663, -0.6907, 0.9022], [-0.3949, 0.5751, 0.4728], [0.5100, 1.7260, 0.8277], [1.5038, 2.0389, 2.1345], [-1.3377, 0.9503, -0.3400], [-2.3862, -0.0144, -0.5632], [0.3977, -0.1838, -2.1458], [1.3196, -1.5053, -2.2035], [1.4347, -2.1726, 0.0827], [-0.7721, -1.2919, 1.2484], [0.5931, -0.6754, 1.8631], [0.1894, 2.5722, 0.3650], [-2.9605, 0.7957, -1.0697]],
  "atomic_forces_ev_per_a": [[-2.26, 1.47, -0.45], [1.74, -2.93, -3.50], [-1.35, -1.26, 3.05], [0.27, 3.51, -0.88], [0.15, -0.89, 2.79], [-1.06, -1.26, -1.79], [0.47, -1.04, 1.81], [-0.88, 4.88, -2.16], [0.33, -0.01, 2.35], [1.83, -1.73, -0.33], [-0.38, 0.97, 0.15], [-0.30, -0.78, -0.82], [0.41, 0.74, -0.21], [-0.56, 2.44, -1.88], [1.60, -4.10, 1.87]]
}


(3)
{
  "formula": "C4H11NO",
  "method": "ωB97M-V/def2-TZVPD",
  "energy_ha": -288.8909,
  "relative_energy_kj_mol": 134.3,
  "charge": -1,
  "e_lumo_ev": [3.85, 3.77],
  "spin_multiplicity": 2,
  "symbols": ["C", "C", "C", "C", "N", "H", "H", "H", "H", "H", "H", "H", "H", "H", "H", "H", "O"],
  "xyz": [[-1.2215, -0.9549, -0.1062], [0.0034, -0.2251, 0.5179], [-0.4060, 0.7480, 1.6238], [0.5201, 1.5487, 2.0275], [-1.0261, -1.6023, -1.4820], [-2.0022, -0.2316, -0.3807], [-1.6136, -1.5680, 0.7478], [0.5275, 0.3040, -0.2936], [0.6624, -0.9665, 0.9202], [-1.4376, 0.6939, 1.9638], [1.5100, 1.6882, 1.5499], [0.4730, 2.2740, 2.7761], [-0.3670, -1.0758, -1.9448], [-0.8250, -2.6023, -1.4564], [2.3888, 0.6755, -1.6783], [1.3759, 0.6967, -2.8353], [1.4379, 0.5975, -1.9496]],
  "atomic_forces_ev_per_a": [[-0.02, 0.24, -0.61], [-1.47, 0.37, -1.18], [-0.45, -2.16, -1.85], [2.40, 1.83, 0.03], [-2.28, -1.57, 3.24], [0.12, 0.20, 0.75], [-0.04, -0.25, -1.33], [-0.19, -0.18, 0.62], [0.53, -0.50, 0.25], [0.18, 0.16, 0.41], [-0.63, -0.90, -0.09], [-0.86, 1.01, 1.42], [2.10, 1.03, -1.31], [0.40, 0.66, 0.05], [-0.35, 0.02, -0.54], [0.14, 0.70, -4.95], [0.43, -0.65, 5.08]]
}


(4)
{
  "formula": "C6H15N3",
  "method": "ωB97M-V/def2-TZVPD",
  "energy_ha": -401.8187,
  "relative_energy_kj_mol": 179.9,
  "e_lumo_ev": 0.97,
  "symbols": ["C", "C", "C", "C", "C", "N", "C", "N", "N", "H", "H", "H", "H", "H", "H", "H", "H", "H", "H", "H", "H", "H", "H", "H"],
  "xyz": [[1.3000, 0.8105, 0.5262], [1.0182, -0.3426, -0.4481], [-0.5210, -1.2542, -2.1173], [0.8356, 2.1595, -0.0318], [0.7625, 0.5771, 1.9422], [-0.3960, -0.5006, -0.8580], [-1.2990, -1.0846, 0.1962], [-2.2121, -0.0977, 0.1951], [-1.0154, -2.1884, 0.7579], [2.3945, 0.8366, 0.5940], [-1.4001, 0.3986, -0.6798], [-3.0587, -0.1792, 0.7414], [-1.7078, -2.4508, 1.4542], [1.3496, -1.2936, -0.0195], [1.5923, -0.1686, -1.3610], [-0.0975, -2.2554, -2.0078], [-1.5773, -1.3405, -2.3702], [-0.0052, -0.7165, -2.9131], [1.1807, 2.9751, 0.6063], [1.0552, -0.4032, 2.3200], [-0.2535, 2.2111, -0.0748], [1.2268, 2.3326, -1.0373], [-0.3253, 0.6357, 1.9652], [1.1535, 1.3391, 2.6199]],
  "atomic_forces_ev_per_a": [[-0.08, -0.02, -0.03], [-0.14, 0.04, 0.03], [0.04, -0.01, 0.19], [0.06, -0.14, 0.04], [0.05, 0.01, -0.13], [0.32, -0.21, -0.01], [0.21, 0.32, -0.20], [0.36, -0.10, -0.27], [-0.04, 0.07, -0.11], [-0.04, 0.00, -0.01], [-0.67, -0.15, 0.61], [0.02, 0.16, -0.11], [0.01, 0.05, -0.04], [-0.02, -0.01, 0.01], [-0.04, 0.01, -0.01], [0.00, 0.02, -0.01], [0.01, 0.00, 0.02], [0.00, -0.02, 0.05], [-0.02, -0.02, 0.00], [0.01, 0.01, -0.01], [0.00, 0.02, 0.01], [-0.01, -0.01, 0.01], [-0.03, 0.01, 0.00], [-0.01, -0.01, -0.02]]
}